The following is a quantum chemistry calculation of a 11-piece molecular cluster, C36H44F10NO32P overall, from the OMol25 dataset.

Each line ends with the Löwdin charge.
Cartesian coordinates (Å):
P1 1.780 -4.061 -0.863  0.848
F1 -2.609 2.456 -4.527  0.077
F2 -8.564 -3.083 -4.823  0.083
F3 3.392 7.387 -5.347  0.081
F4 3.784 3.869 5.115  0.072
F5 -4.863 -3.208 -0.759  0.082
F6 6.686 -7.936 1.309  0.080
F7 -1.218 6.323 10.885  0.075
F8 -2.038 1.448 5.337  0.065
F9 -1.810 2.652 9.143  0.058
F10 -1.040 -1.364 -9.272  0.070
O1 -2.643 0.995 10.440  0.130
O2 0.493 2.236 -7.701  0.154
O3 -1.547 2.511 2.091  0.077
O4 -8.441 -2.574 -2.625  0.146
O5 2.338 -1.403 -9.956  0.074
O6 -3.897 -0.080 8.924  0.079
O7 1.791 5.265 9.587  0.073
O8 -3.939 -1.936 3.401  0.178
O9 2.489 5.682 -4.168  0.146
O10 0.496 1.413 -5.605  0.077
O11 5.602 -6.214 0.328  0.120
O12 2.591 -3.541 -10.621  0.184
O13 4.314 4.965 1.893  0.073
O14 0.386 3.644 2.342  0.178
O15 -1.460 -0.375 -1.909  0.110
O16 0.601 -2.810 -9.837  0.129
O17 -3.351 -1.023 1.431  0.040
O18 1.089 3.981 -3.665  0.175
O19 0.554 -0.097 -1.031  -0.021
O20 -1.345 2.400 -6.400  0.134
O21 7.339 -4.913 -0.203  0.081
O22 5.246 -4.138 -0.490  0.152
O23 -0.141 6.168 8.905  0.133
O24 -7.040 -0.836 -2.709  0.074
O25 -4.737 -2.778 1.462  0.149
O26 1.575 5.951 7.450  0.181
O27 6.260 6.069 2.154  0.176
O28 -4.021 -0.676 11.095  0.192
O29 -7.641 -1.682 -0.713  0.165
O30 -0.672 2.773 4.131  0.142
O31 1.329 4.670 -5.787  0.069
O32 5.186 5.196 3.941  0.129
N1 1.661 -6.844 -3.201  0.125
C1 -0.768 -0.207 -0.978  -0.397
C2 -0.058 2.039 -6.666  -0.566
C3 1.586 4.709 -4.459  -0.525
C4 1.125 5.811 8.535  -0.545
C5 3.839 4.790 4.122  -0.309
C6 7.878 -6.088 0.413  -0.048
C7 -3.255 1.002 8.244  -0.056
C8 -7.701 -1.697 -1.898  -0.540
C9 0.519 -7.094 -1.078  -0.064
C10 -8.525 -2.057 -3.944  -0.311
C11 -7.247 -1.262 -4.061  -0.046
C12 -0.437 1.495 -4.512  -0.049
C13 1.233 -1.354 -1.231  -0.259
C14 -1.743 1.690 -5.235  -0.303
C15 2.646 -5.701 -1.356  -0.352
C16 5.347 5.470 2.612  -0.552
C17 -0.410 5.528 10.140  -0.314
C18 -3.561 -1.404 0.061  -0.059
C19 5.989 -4.999 -0.154  -0.539
C20 0.783 -2.491 -0.355  -0.375
C21 -0.520 3.035 2.802  -0.529
C22 1.916 -2.672 -10.187  -0.547
C23 1.998 5.778 -6.397  -0.039
C24 -4.833 -2.209 0.160  -0.299
C25 -4.005 -1.920 2.218  -0.548
C26 -2.008 2.352 4.322  -0.300
C27 1.629 -6.574 -1.970  -0.563
C28 6.736 -7.065 0.275  -0.310
C29 -2.349 1.732 2.991  -0.049
C30 0.964 5.401 10.749  -0.051
C31 3.495 4.192 2.782  -0.051
C32 1.199 -0.624 -9.569  -0.051
C33 3.089 6.069 -5.396  -0.308
C34 -2.115 1.324 9.173  -0.307
C35 -3.574 0.007 10.241  -0.539
C36 0.261 -1.683 -9.050  -0.318
H1 1.304 6.613 -6.496  0.147
H2 -9.437 -1.466 -4.042  0.175
H3 2.377 5.510 -7.380  0.144
H4 0.392 -1.927 -7.994  0.173
H5 3.452 -5.518 -2.054  0.075
H6 1.229 -1.653 -2.275  0.109
H7 3.011 -3.404 -0.639  0.018
H8 -2.624 3.211 4.595  0.177
H9 3.027 -6.203 -0.472  0.073
H10 -2.048 0.686 2.935  0.134
H11 -1.208 0.746 8.993  0.177
H12 -0.909 4.578 9.954  0.149
H13 2.269 -1.158 -0.994  0.116
H14 -5.752 -1.626 0.082  0.142
H15 1.250 6.299 11.298  0.145
H16 -2.921 0.703 7.257  0.117
H17 6.725 -7.621 -0.664  0.176
H18 2.443 4.286 2.532  0.104
H19 1.064 4.537 11.401  0.140
H20 -0.262 -2.768 -0.493  0.062
H21 0.838 -7.163 -0.044  0.069
H22 -6.410 -1.885 -4.379  0.147
H23 0.165 -8.048 -1.431  0.073
H24 -0.419 0.590 -3.911  0.117
H25 3.785 3.142 2.721  0.147
H26 -3.950 1.838 8.150  0.149
H27 8.782 -6.414 -0.093  0.141
H28 1.071 -4.782 0.149  0.025
H29 -7.333 -0.410 -4.730  0.142
H30 -1.207 -0.087 0.016  0.139
H31 1.464 0.114 -8.815  0.123
H32 0.968 -2.298 0.696  0.082
H33 -3.653 -0.530 -0.576  0.137
H34 0.793 -0.112 -10.442  0.148
H35 -0.292 -6.376 -1.116  0.071
H36 -3.404 1.810 2.743  0.144
H37 -2.717 -2.001 -0.281  0.124
H38 8.107 -5.879 1.459  0.146
H39 0.870 -7.449 -3.420  0.044
H40 4.006 5.496 -5.544  0.175
H41 -0.178 2.346 -3.884  0.115
H42 1.253 -3.953 -2.185  0.047
H43 -2.245 0.767 -5.529  0.172
H44 3.235 5.655 4.403  0.175

E ... -5200.66517 a.u.
SMILES ... [H]/N=C(\C)C[PH3]CCOC=O.O=C1OC[C@@H](F)O1.O=C1OC[C@@H](F)O1.O=C1OC[C@@H](F)O1.O=C1OC[C@@H](F)O1.O=C1OC[C@@H](F)O1.O=C1OC[C@@H](F)O1.O=C1OC[C@@H](F)O1.O=C1OC[C@@H](F)O1.O=C1OC[C@@H](F)O1.O=C1OC[C@@H](F)O1
Net charge ... 0


The following is a quantum chemistry calculation of C36H44F3LaN2O2P2S7 as an isolated structure, from the OMol25 dataset.

Each line ends with the Löwdin spin population.
Cartesian coordinates (Å):
La1 -0.426 -1.436 -0.322  0.000
S1 -1.026 -1.155 -3.207  0.000
S2 -1.467 -4.037 -1.193  0.000
S3 -2.914 -2.382 1.574  0.003
S4 0.410 0.039 2.117  0.000
S5 1.736 -2.524 -2.083  0.000
S6 -2.847 0.529 -0.692  0.000
S7 0.132 -3.301 2.340  0.000
P1 0.251 -1.595 3.250  0.000
P2 0.481 2.103 -1.283  0.000
F1 3.864 -4.967 -2.580  0.000
F2 5.847 -4.423 -2.064  0.000
F3 4.646 -2.980 -3.225  0.000
O1 1.491 -1.485 4.324  0.000
O2 -0.967 -1.339 4.246  0.000
N1 -0.117 0.658 -1.131  0.000
N2 2.511 -1.876 0.310  0.000
C1 1.323 1.302 -3.721  0.000
C2 2.858 -2.628 -0.804  0.000
C3 -1.995 -2.618 -3.645  0.000
C4 -1.904 -2.102 6.392  0.000
C5 -1.188 -3.817 -3.049  0.000
C6 -3.207 -3.620 -1.087  0.000
C7 3.032 4.560 0.770  0.000
C8 3.151 -1.985 1.434  0.000
C9 -4.006 -1.044 1.461  0.000
C10 2.624 1.765 0.471  0.000
C11 3.612 2.236 1.316  0.000
C12 1.501 3.728 -3.410  0.000
C13 -1.475 -2.507 4.957  0.000
C14 4.563 -3.871 -2.192  0.000
C15 2.123 3.909 -4.487  0.000
C16 -3.048 5.366 -0.553  0.000
C17 -2.720 4.831 -1.829  0.000
C18 2.431 -0.365 4.499  0.000
C19 1.774 2.652 -0.265  0.000
C20 4.067 -3.254 -0.901  0.000
C21 -3.643 -3.775 0.347  0.000
C22 3.908 3.636 1.338  0.000
C23 -1.688 3.981 -2.029  0.000
C24 -3.388 0.292 -2.468  0.000
C25 4.340 -2.645 1.532  0.000
C26 -2.103 0.266 -3.412  0.000
C27 1.925 1.570 -5.101  0.000
C28 1.944 4.167 0.073  0.000
C29 -2.116 4.884 0.459  0.000
C30 1.711 0.666 5.278  0.000
C31 4.800 -3.351 0.315  0.000
C32 -0.825 3.429 -1.026  0.000
C33 -1.184 3.950 0.207  0.000
C34 2.454 2.773 -5.312  0.000
C35 -4.249 -0.252 0.140  0.000
C36 1.052 2.584 -2.917  0.000
H1 -3.671 1.408 -2.642  0.000
H2 -4.978 -1.264 2.234  0.000
H3 -1.803 -2.664 -4.908  0.000
H4 0.924 4.388 -2.389  0.000
H5 2.452 1.525 5.483  0.000
H6 -2.806 -1.437 6.391  0.000
H7 -3.063 -2.530 -2.977  0.000
H8 -4.708 -1.257 -0.491  0.000
H9 -0.866 -3.408 4.917  0.000
H10 -1.119 -1.472 6.812  0.000
H11 3.111 5.789 1.013  0.000
H12 -3.452 -0.095 2.159  0.000
H13 2.713 -1.605 2.492  0.000
H14 2.881 4.848 -4.806  0.000
H15 2.601 0.600 0.585  0.000
H16 -2.779 0.214 -4.323  0.000
H17 -0.101 -3.806 -3.150  0.000
H18 -3.872 6.175 -0.418  0.000
H19 -3.407 -4.571 1.029  0.000
H20 -2.327 -2.954 4.406  0.000
H21 -4.258 -3.032 -1.723  0.000
H22 0.830 1.191 4.675  0.000
H23 3.215 2.610 -6.305  0.000
H24 5.810 -3.773 0.244  0.000
H25 -3.287 5.046 -2.578  0.000
H26 0.978 0.464 -3.599  0.000
H27 3.431 -0.811 5.069  0.000
H28 -2.104 -2.952 6.857  0.000
H29 4.728 -2.758 2.408  0.000
H30 1.305 0.328 6.226  0.000
H31 1.648 0.726 -5.906  0.000
H32 -0.552 3.655 1.224  0.000
H33 -1.480 1.003 -3.430  0.000
H34 2.776 0.056 3.547  0.000
H35 -4.805 -3.405 0.418  0.001
H36 -7.981 -4.996 2.952  0.996
H37 1.214 4.838 -0.321  0.000
H38 4.925 4.048 1.882  0.000
H39 -1.678 3.506 -3.375  0.000
H40 -5.208 0.314 0.037  0.000
H41 -3.954 -0.787 -2.420  0.000
H42 -1.883 -4.610 -3.467  0.000
H43 -2.123 5.429 1.380  0.000
H44 4.660 1.481 1.629  0.000

E ... -5458.85718 a.u.
Net charge ... -1
Energy above the lowest of the compared OMol25 structures with the same formula, charge and spin ... 53.3 kcal/mol
Multiplicity ... 2


The following is a quantum chemistry calculation of C36H44N4Se3TeW as an isolated structure, from the OMol25 dataset.

Each line ends with the Löwdin charge.
Cartesian coordinates (Å):
W1 -0.411 0.876 -0.109  1.040
Te1 0.052 2.744 1.980  0.786
Se1 -0.156 2.955 -1.718  0.342
Se2 1.522 2.660 -0.298  0.243
Se3 -1.963 2.874 0.710  0.219
N1 -1.578 -0.094 1.390  -0.080
N2 1.114 -0.225 0.943  -0.068
N3 -2.063 0.362 -1.299  -0.064
N4 0.608 0.013 -1.770  -0.076
C1 -4.279 0.437 -2.020  -0.102
C2 -1.063 0.409 -3.514  0.023
C3 -5.393 -1.977 2.756  -0.060
C4 -3.437 -0.394 2.770  -0.107
C5 -3.925 0.729 -4.553  -0.168
C6 -2.962 -0.133 1.445  -0.253
C7 2.510 -0.771 2.729  -0.105
C8 4.712 -1.193 1.460  -0.165
C9 -6.263 -1.104 -1.828  -0.059
C10 2.797 -0.477 -0.801  0.041
C11 -4.875 -0.587 3.141  -0.164
C12 -3.390 0.293 -0.904  -0.235
C13 0.214 0.123 -3.092  -0.263
C14 3.996 -2.247 -3.672  -0.057
C15 0.587 -1.456 -6.007  -0.060
C16 0.093 -0.442 3.141  0.011
C17 -3.500 0.586 -3.124  -0.102
C18 1.182 -0.437 2.311  -0.269
C19 -2.338 -0.478 3.566  -0.104
C20 -5.771 0.343 -1.938  -0.163
C21 1.967 -0.271 -1.862  -0.235
C22 3.776 -0.730 -3.669  -0.167
C23 2.401 -0.480 0.512  -0.245
C24 -2.274 -0.764 5.035  -0.170
C25 3.271 -0.808 1.599  -0.106
C26 -2.227 -2.265 5.334  -0.058
C27 2.908 -2.577 4.445  -0.057
C28 2.928 -1.078 4.135  -0.172
C29 -2.140 0.507 -2.679  -0.240
C30 -1.199 -0.303 2.712  -0.265
C31 2.395 -0.357 -3.229  -0.101
C32 -3.800 0.060 0.377  0.036
C33 -4.117 -0.623 -5.246  -0.057
C34 1.299 -0.119 -3.995  -0.105
C35 1.173 -0.139 -5.488  -0.165
C36 4.898 -2.629 0.959  -0.060
H1 -5.490 0.182 2.667  0.118
H2 4.515 -0.247 -3.026  0.115
H3 -4.985 -0.432 4.215  0.116
H4 2.284 -0.549 4.840  0.109
H5 -4.855 1.299 -4.584  0.119
H6 -1.236 0.494 -4.578  0.127
H7 -4.376 -0.486 -6.294  0.086
H8 4.426 -2.779 -0.014  0.064
H9 -3.194 1.329 -5.098  0.114
H10 5.956 -2.866 0.858  0.087
H11 0.256 -0.630 4.193  0.125
H12 -5.877 -1.589 -0.929  0.064
H13 3.929 -0.675 4.295  0.120
H14 5.217 -0.498 0.783  0.119
H15 -5.323 -2.144 1.679  0.066
H16 -1.407 -0.268 5.475  0.111
H17 3.837 -2.675 -2.680  0.068
H18 3.586 -3.124 3.789  0.068
H19 -3.133 -2.760 4.985  0.071
H20 -5.936 -1.696 -2.683  0.073
H21 -3.208 -1.228 -5.197  0.072
H22 -6.132 0.924 -1.085  0.119
H23 1.909 -2.996 4.310  0.078
H24 -4.864 -0.006 0.558  0.124
H25 -3.144 -0.313 5.516  0.119
H26 1.231 -2.298 -5.754  0.075
H27 3.948 -0.329 -4.668  0.116
H28 5.200 -1.070 2.428  0.117
H29 3.217 -2.761 5.473  0.086
H30 2.157 0.026 -5.928  0.116
H31 0.478 -1.430 -7.091  0.086
H32 5.012 -2.486 -3.983  0.086
H33 4.453 -3.347 1.648  0.072
H34 -6.435 -2.096 3.047  0.086
H35 0.559 0.702 -5.819  0.117
H36 -0.396 -1.655 -5.574  0.067
H37 -7.350 -1.140 -1.789  0.087
H38 3.306 -2.740 -4.356  0.075
H39 -1.378 -2.742 4.840  0.076
H40 -4.813 -2.761 3.246  0.074
H41 -6.203 0.814 -2.822  0.117
H42 -2.138 -2.442 6.406  0.086
H43 -4.916 -1.195 -4.775  0.070
H44 3.834 -0.701 -1.013  0.125

E ... -9156.29923 a.u.
Net charge ... +2


The highest net charge belongs to which entry?
C36H44N4Se3TeW


The highest E belongs to which entry?
C36H44F10NO32P